No. 1
The following is a quantum chemistry calculation of 4 unconnected molecules or ions with the total composition H8O4, from the OMol25 dataset.

Each line ends with the Mulliken charge.
Positions of all 12 atoms, in Å:
O -2.4394 -0.2421 1.0899  -0.670
H -2.7639 -1.0033 1.5710  0.329
H -3.0805 -0.1083 0.3918  0.323
O 1.4695 1.8493 0.6323  -0.690
H 1.7170 1.8741 -0.2920  0.341
H 2.2623 1.5624 1.0854  0.342
O 0.8685 -0.8439 -2.3500  -0.650
H 0.8188 -0.9372 -1.3986  0.407
H 0.2370 -0.1550 -2.5569  0.285
O 0.4980 -0.9226 0.3886  -0.714
H 0.8462 -0.1477 0.8295  0.353
H -0.4335 -0.9258 0.6089  0.343

Forces on the atoms, in the same order (eV/Å):
O 0.339 0.004 0.044
H -0.127 -0.207 0.216
H -0.137 0.093 -0.244
O -0.226 -0.066 0.272
H 0.038 -0.023 -0.353
H 0.340 0.080 0.162
O 0.242 0.036 -0.866
H -0.115 -0.094 0.792
H -0.130 0.101 -0.081
O 0.277 -0.572 -0.002
H 0.035 0.523 0.007
H -0.536 0.124 0.055

SMILES	O.O.O.O
relative energy (zero: lowest compared OMol25 entry of this formula, charge and spin)	0.666	eV
orbital gap	11.183	eV
multiplicity	1
E	-305.7547	Ha

***

No. 2
The following is a quantum chemistry calculation of a molecular structure, C17H20MoN3O at a distorted geometry, from the OMol25 dataset.

Each line ends with the Mulliken charge.
Positions of all 42 atoms, in Å:
Mo 0.3956 -0.1449 1.3440  0.593
C 0.7431 -2.0196 2.4880  -0.272
C -0.6968 -1.9581 2.4755  -0.836
C -1.1450 -2.0891 1.1275  -0.512
H -1.3295 -1.9437 3.3583  0.493
C 0.0038 -2.1830 0.2837  0.092
C 1.1728 -2.1883 1.1211  -1.152
H 2.1930 -2.3852 0.7998  0.579
H 1.3850 -2.0573 3.3700  0.424
H -2.1780 -2.1946 0.8122  0.450
H 0.0024 -2.4106 -0.7762  0.321
C 1.7357 1.8226 1.7014  -0.714
C 2.4602 0.6060 1.3948  -0.571
C 2.2523 0.3369 -0.0138  -1.147
H 3.1633 0.0960 2.0540  0.491
C 1.5874 1.4738 -0.5740  0.687
C 1.1660 2.3196 0.4832  -1.222
H 0.5992 3.2354 0.3813  0.368
H 1.7676 2.3377 2.6656  0.532
H 2.7056 -0.4798 -0.5762  0.504
H 1.6012 1.7409 -1.6227  0.576
O -0.5425 0.4063 -1.6444  0.161
C -0.7903 0.1889 -3.0260  1.467
C -2.3277 0.4143 -2.8301  -0.653
C -0.3747 -1.1940 -3.4770  -1.775
C -0.1443 1.2859 -3.8482  -1.869
C -1.9300 0.8102 -1.4199  -0.458
H -2.9387 -0.4912 -2.8574  0.320
H -2.6787 1.2409 -3.4386  0.321
H -1.9830 1.8834 -1.2321  0.231
H -2.3524 0.2331 -0.6027  0.078
H -0.9048 -1.4599 -4.3967  0.387
H -0.5755 -1.9530 -2.7159  0.351
H 0.6998 -1.2000 -3.6920  0.367
H -0.5876 1.3288 -4.8471  0.417
H 0.9268 1.0863 -3.9690  0.365
H -0.2932 2.2488 -3.3527  0.421
N -0.5468 0.7388 2.7532  -0.680
C -0.6997 0.9094 3.9212  0.697
N -0.9395 1.1957 5.1190  -0.738
C -0.4854 0.4947 6.1535  0.511
N -0.1168 -0.0822 7.1058  -0.606

Forces on the atoms, in the same order (eV/Å):
Mo -1.574 -2.307 -1.067
C 0.035 -0.387 -0.020
C 1.036 -0.332 -0.846
C 0.520 0.331 -0.063
H 0.148 0.443 -0.242
C 0.446 -0.860 0.470
C -0.397 -1.122 -0.215
H -0.261 0.122 0.061
H -0.284 0.012 -0.331
H 0.182 0.264 -0.002
H -0.040 0.264 0.179
C 1.019 -0.096 -1.089
C 0.293 0.753 0.303
C 1.127 1.863 -0.281
H -0.274 0.114 -0.184
C 0.581 -0.802 0.695
C 0.964 0.090 0.643
H 0.042 -0.069 0.006
H -0.370 -0.431 -0.385
H -0.164 0.331 0.194
H -0.644 -0.370 0.093
O -0.960 -0.032 0.315
C -0.948 -0.264 -0.540
C 0.863 -0.130 -0.119
C 0.271 -0.062 -0.225
C 0.097 -0.069 -0.311
C 0.849 -0.072 0.283
H 0.018 0.225 -0.333
H -0.513 -0.168 -0.148
H -0.060 -0.002 0.256
H -0.099 0.136 0.146
H 0.058 -0.021 0.016
H -0.127 0.206 -0.116
H -0.078 -0.141 0.072
H 0.018 0.003 -0.021
H -0.108 0.198 0.126
H 0.073 -0.056 -0.088
N -1.722 2.401 4.001
C 0.410 -0.417 -3.038
N -0.147 0.244 2.419
C 0.195 -0.579 0.486
N -0.475 0.788 -1.099

orbital gap (alpha / beta)	3.667 / 5.236	eV
<S²>	2.022
charge	-1
multiplicity	3
E	-967.3601	Ha

***

No. 3
The following is a quantum chemistry calculation of 2 unconnected molecules or ions with the total composition C3H10N3 at a distorted geometry, from the OMol25 dataset.

Each line ends with the Mulliken charge.
Positions of all 16 atoms, in Å:
N 0.5390 0.9933 -0.6845  -0.251
C 0.3213 0.4234 -1.8640  0.304
N 0.9269 0.7698 -2.9548  -0.248
H 1.3016 1.6753 -0.6356  0.246
H 0.1160 0.6637 0.2064  0.243
H -0.5325 -0.2423 -1.9647  0.306
H 0.5812 0.3714 -3.8099  0.276
H 1.7456 1.3620 -2.9984  0.259
C 0.3361 -1.1168 2.1364  -0.765
C -1.7994 -0.2441 1.3914  -0.058
N -0.5698 -0.3856 1.2263  0.000
H 0.4651 -2.1379 1.7824  0.341
H -0.0475 -1.0997 3.1593  0.380
H 1.3150 -0.6371 2.1282  0.342
H -2.3848 0.2625 0.6167  0.293
H -2.3138 -0.6578 2.2648  0.333

Forces on the atoms, in the same order (eV/Å):
N 0.793 0.090 -0.421
C -0.819 0.813 0.558
N 0.020 -0.414 0.098
H -0.345 -0.239 0.412
H 0.561 0.677 -1.389
H 0.270 -0.196 0.063
H 0.157 -0.055 -0.464
H 0.003 0.145 -0.022
C 1.511 -0.041 -1.113
C 0.086 0.643 -1.712
N -1.530 -1.877 3.610
H -0.161 -0.001 -0.119
H -0.419 0.356 -0.029
H 0.013 0.048 0.154
H -0.189 0.067 0.184
H 0.047 -0.018 0.189

relative energy (zero: lowest compared OMol25 entry of this formula, charge and spin)	1.890	eV
orbital gap (alpha / beta)	10.768 / 6.339	eV
<S²>	0.759
charge	+2
multiplicity	2
E	-283.8189	Ha

***

No. 4
The following is a quantum chemistry calculation of a molecular structure, C21H30AsCrF6N3O9P2STe at a distorted geometry, from the OMol25 dataset.

Each line ends with the Mulliken charge.
Positions of all 75 atoms, in Å:
Cr 0.3796 0.0593 0.3389  1.417
C -2.5545 3.2614 0.2246  -1.459
C -1.1899 3.5645 -0.3463  0.893
O -1.1046 4.8905 -0.8276  -0.625
P 0.1883 3.3426 0.8932  0.778
O 1.3852 4.2350 0.3480  -0.658
O -0.2261 4.1151 2.2226  -0.613
O 0.6258 1.9795 1.2507  -0.509
P -0.5680 2.3137 -1.5581  -0.017
O -1.4880 2.4106 -2.8638  -0.679
O 0.8287 2.7614 -1.8155  -0.845
O -0.9216 1.0134 -0.8760  0.526
H -2.8022 3.9550 1.0274  0.356
H -2.5544 2.2449 0.6169  0.212
H -3.2988 3.3445 -0.5668  0.360
H -0.4870 4.8848 -1.5707  0.452
H 1.6894 3.8152 -0.4739  0.479
H -0.4021 5.0377 2.0420  0.360
H -1.5108 1.5199 -3.2357  0.406
C -1.4784 -0.2876 5.3617  -1.555
C -0.5577 -1.2810 4.7449  1.060
C -0.4498 -2.5890 5.1592  -0.759
C 0.4513 -3.4260 4.4730  1.016
N 1.2061 -2.9865 3.4899  -0.465
C 1.0824 -1.7321 3.0701  0.064
S 1.9933 -1.1292 1.7869  -0.566
N 0.2409 -0.8750 3.7454  0.201
C 0.5666 -4.8781 4.7973  -1.274
H -2.3739 -0.7897 5.7171  0.364
H -1.7653 0.4524 4.6198  0.331
H -0.9918 0.2118 6.2011  0.385
H -1.0704 -2.9701 5.9524  0.353
H 0.1110 0.0480 3.3300  -0.098
H 0.0971 -5.1123 5.7480  0.360
H 1.6084 -5.1894 4.8019  0.345
H 0.0606 -5.4330 4.0083  0.279
C -3.2673 -6.1397 -5.8317  -1.543
C -2.9100 -5.0010 -4.9223  1.000
C -1.6363 -4.4521 -4.9294  -1.178
C -1.3142 -3.3876 -4.1047  1.136
C 0.0738 -2.8326 -4.0501  -1.354
C -2.2910 -2.8463 -3.2657  -0.514
Te -1.8279 -1.1836 -2.0150  1.202
C -3.5677 -3.4193 -3.2125  0.929
C -4.5802 -2.9215 -2.2317  -1.603
C -3.8562 -4.4885 -4.0442  -0.943
H -2.4169 -6.4296 -6.4428  0.342
H -4.0870 -5.8565 -6.4913  0.331
H -3.5891 -7.0071 -5.2577  0.337
H -0.8825 -4.8762 -5.5795  0.268
H 0.7638 -3.4134 -4.6586  0.354
H 0.4095 -2.8398 -3.0115  0.300
H 0.0785 -1.7956 -4.3866  0.226
H -4.6813 -1.8376 -2.3127  0.235
H -4.2237 -3.1447 -1.2262  0.274
H -5.5482 -3.3971 -2.3798  0.420
H -4.8372 -4.9456 -4.0001  0.360
F -1.0078 0.0415 1.6857  -0.687
As -1.9129 -2.3043 1.4893  1.393
F -3.0903 -1.3350 0.7325  -0.415
F -1.9642 -3.1809 -0.4964  -0.724
F -3.0174 -3.7106 1.7069  -0.476
F 0.2218 -1.7083 -0.4294  -0.657
F -2.7298 -1.7862 3.1283  -0.641
O 3.4763 0.7792 0.2216  -0.609
C 3.0385 0.4754 -0.8650  -0.210
C 3.8544 0.2766 -2.1441  -0.596
C 2.7873 0.1655 -3.2185  -0.583
C 1.4832 0.1602 -2.4186  -0.135
O 0.3807 0.1212 -2.9710  -0.538
N 1.7218 0.2615 -1.1138  1.389
H 4.4261 -0.6466 -2.0298  0.243
H 4.5483 1.1048 -2.2835  0.256
H 2.8550 -0.7457 -3.8137  0.236
H 2.7665 1.0235 -3.8902  0.300

Forces on the atoms, in the same order (eV/Å):
Cr -0.273 -1.385 0.350
C 0.095 -0.052 0.035
C 0.654 -0.771 -0.128
O -0.247 0.274 -0.119
P 0.494 0.902 0.201
O -0.277 0.156 0.466
O -0.039 -0.344 -0.008
O -0.088 -0.912 -0.287
P -0.574 0.779 -0.008
O -0.054 0.143 0.125
O 0.058 0.288 -0.183
O 0.279 -0.012 0.705
H -0.038 0.059 0.017
H -0.100 -0.031 0.045
H -0.029 -0.012 0.006
H 0.104 0.144 0.106
H 0.057 -0.149 -0.417
H -0.093 0.525 -0.022
H -0.061 0.039 -0.326
C -0.009 0.037 -0.087
C 0.084 -0.306 0.147
C 0.278 -0.106 -0.264
C -0.345 0.463 0.521
N 0.229 -0.377 -0.258
C -0.075 0.601 0.152
S 0.184 0.368 -0.183
N -0.003 -0.343 0.055
C -0.066 -0.006 0.046
H -0.011 -0.011 -0.031
H -0.083 0.060 -0.042
H 0.052 0.014 0.002
H -0.115 0.009 0.028
H -0.091 -0.228 -0.068
H -0.033 -0.066 0.082
H 0.047 0.040 -0.010
H -0.040 -0.093 -0.035
C 0.008 0.031 0.031
C 0.001 0.007 0.034
C -0.150 -0.131 -0.055
C 0.127 0.215 0.313
C 0.085 0.005 -0.151
C -0.257 0.599 -0.175
Te -0.729 -3.431 0.367
C -0.115 0.120 -0.023
C -0.073 -0.076 -0.008
C 0.052 -0.093 -0.027
H 0.058 -0.060 -0.088
H -0.055 -0.031 -0.078
H -0.038 -0.096 0.022
H 0.109 0.001 -0.067
H 0.042 -0.055 -0.091
H 0.135 0.065 -0.017
H 0.221 -0.043 0.001
H -0.100 -0.039 0.072
H -0.071 0.059 0.112
H -0.061 -0.011 -0.037
H -0.100 -0.004 0.001
F 0.409 -0.037 -0.534
As -1.588 -1.825 1.496
F -0.648 0.807 -0.737
F -0.057 1.698 -0.635
F 0.659 0.362 -0.166
F 0.120 1.751 1.237
F 0.904 0.071 -0.596
O 0.420 0.097 -0.210
C 1.015 0.147 0.169
C 0.001 0.016 0.133
C -0.138 -0.024 0.142
C -0.103 -0.099 -1.365
O 0.450 0.240 -0.615
N -0.319 0.019 0.903
H 0.054 0.087 0.037
H 0.003 -0.051 0.063
H -0.087 0.045 -0.035
H -0.055 -0.033 -0.036

orbital gap (alpha / beta)	5.552 / 5.548	eV
<S²>	0.832
charge	-1
multiplicity	2
E	-6888.4675	Ha

***

No. 5
The following is a quantum chemistry calculation of a single C4H6N2 molecule at a distorted geometry, from the OMol25 dataset.

Each line ends with the Mulliken charge.
Positions of all 12 atoms, in Å:
C 1.2069 -0.6771 1.2823  -1.141
C 0.3512 -0.1797 0.2060  0.642
C -0.4195 0.9610 0.1376  -0.494
N -1.1094 0.8979 -1.0453  -0.061
C -0.7942 -0.3158 -1.6307  -0.230
N -0.0466 -1.0017 -0.8075  -0.561
H 0.8075 -1.0972 2.2190  0.271
H 2.0024 -1.2980 0.8991  0.301
H 1.6884 0.1207 1.8644  0.318
H -0.5453 1.8354 0.7515  0.382
H -1.8350 1.4953 -1.4045  0.200
H -1.3064 -0.7408 -2.4721  0.375

Forces on the atoms, in the same order (eV/Å):
C 1.338 0.739 2.055
C -2.412 0.192 0.533
C 0.336 0.526 -0.307
N 0.008 -1.107 -1.057
C -0.744 0.272 1.922
N 1.413 -0.438 -1.387
H -0.923 -0.873 -0.952
H 0.074 -0.345 -0.033
H 0.378 0.573 -0.906
H 0.302 -0.031 0.189
H 0.245 0.272 0.258
H -0.015 0.220 -0.315

SMILES	Cc1c[nH]cn1
relative energy (zero: lowest compared OMol25 entry of this formula, charge and spin)	0.559	eV
orbital gap	9.477	eV
multiplicity	1
E	-265.5150	Ha

***

No. 6
The following is a quantum chemistry calculation of 2 unconnected molecules or ions with the total composition C5H15N3 at a distorted geometry, from the OMol25 dataset.

Each line ends with the Mulliken charge.
Positions of all 23 atoms, in Å:
C -0.7444 0.5943 -2.4726  -1.076
C -1.7893 -0.5419 -0.6029  -1.020
C 0.0219 1.6713 0.3548  -0.877
N -0.5973 0.1491 -1.0936  0.198
H -1.6173 1.2465 -2.5472  0.310
H 0.1452 1.1470 -2.7748  0.346
H -2.6177 0.1682 -0.5461  0.332
H -2.0683 -1.3730 -1.2626  0.308
H -1.5895 -0.9412 0.3878  0.338
H 0.8583 2.2161 -0.0622  0.266
H -0.9310 2.0952 0.0322  0.306
H 0.0065 1.7096 1.4398  0.434
H -0.8900 -0.2461 -3.1627  0.335
C 1.6847 -1.0295 2.5920  -0.853
N 0.6392 -0.8197 1.5965  -0.271
C 0.6897 -0.5222 -0.7434  -0.673
N 1.1211 -0.0286 0.5177  -0.366
H -0.1557 -0.3727 2.0565  0.237
H 2.4686 -1.6483 2.1561  0.264
H 2.1422 -0.0914 2.9458  0.299
H 1.2550 -1.5600 3.4462  0.346
H 0.5599 -1.6109 -0.7511  0.479
H 1.4081 -0.2117 -1.5063  0.338

Forces on the atoms, in the same order (eV/Å):
C 0.044 -0.333 0.280
C 0.398 0.154 -0.198
C 1.389 -0.298 1.510
N 0.315 -1.058 -0.658
H 0.029 0.032 0.009
H -0.031 0.025 -0.003
H -0.044 -0.039 -0.032
H -0.116 0.002 0.031
H -0.019 -0.013 0.023
H -0.013 0.162 0.070
H -0.010 -0.657 -0.405
H 0.352 0.231 0.245
H -0.031 0.038 -0.116
C 0.051 0.215 0.044
N -0.141 0.013 0.169
C -1.152 0.261 -0.785
N -1.362 1.467 0.075
H 0.184 -0.041 -0.201
H -0.003 0.016 0.040
H -0.076 -0.158 -0.081
H 0.024 0.021 -0.067
H 0.198 0.071 0.059
H 0.015 -0.113 -0.008

relative energy (zero: lowest compared OMol25 entry of this formula, charge and spin)	5.525	eV
orbital gap	8.477	eV
multiplicity	1
E	-363.5841	Ha